Record 1
DFT (ωB97M-V with the def2-TZVPD basis set) results for a cluster of 2 separate species, C2H2Cl2P in total.

```
7
Properties=species:S:1:pos:R:3:lowdin_charge:R:1
C 2.29 -1.43 -0.02 -0.463
C 2.07 -2.54 0.45 0.214
P 2.60 -0.06 -0.93 0.740
Cl 3.80 0.77 0.37 0.419
Cl -0.65 2.04 0.95 0.321
H -0.64 0.89 0.47 -0.312
H 1.76 -3.33 1.08 0.081
```

The value obtained for the energy relative to the best compared isomer or geometry (same formula, charge and spin) is 84.2 kJ/mol. For the orbital gap, the calculation gives 6.6 eV. The charge is +1.

---

Record 2
DFT (ωB97M-V with the def2-TZVPD basis set) results for a cluster of 11 separate species, C38H86O31S6 in total.

```
161
Properties=species:S:1:pos:R:3:lowdin_charge:R:1
C 5.72 3.76 -1.32 -0.015
C 5.19 3.80 0.09 -0.318
C 3.69 3.85 0.18 -0.065
O 3.36 2.88 1.18 0.074
C 4.39 2.11 1.35 -0.566
O 4.42 1.10 2.08 0.101
O 5.44 2.55 0.68 0.116
H 6.80 3.86 -1.42 0.088
H 5.45 4.69 -1.82 0.093
H 5.34 2.88 -1.84 0.084
H 5.61 4.63 0.65 0.158
H 3.16 3.74 -0.76 0.121
H 3.48 4.77 0.74 0.132
C 1.35 -0.03 0.88 -0.006
C 1.45 -0.47 -0.55 -0.288
C 0.93 -1.89 -0.93 -0.077
O 0.41 -1.74 -2.20 0.058
C 0.03 -0.50 -2.34 -0.511
O -0.65 0.01 -3.23 0.101
O 0.48 0.25 -1.27 0.043
H 0.46 -0.44 1.34 0.072
H 1.27 1.05 0.95 0.078
H 2.19 -0.39 1.47 0.078
H 2.43 -0.22 -0.97 0.149
H 0.08 -2.19 -0.31 0.134
H 1.65 -2.70 -0.91 0.119
C 2.97 -1.08 4.98 -0.004
C 3.86 0.05 5.37 -0.329
C 3.12 1.22 6.02 -0.113
O 3.87 1.46 7.18 0.074
C 4.85 0.53 7.36 -0.473
O 5.64 0.43 8.31 0.104
O 4.83 -0.33 6.31 0.088
H 3.57 -1.98 5.13 0.088
H 2.81 -1.12 3.90 0.069
H 2.02 -1.17 5.51 0.081
H 4.39 0.48 4.53 0.139
H 2.09 0.93 6.22 0.111
H 3.08 2.03 5.29 0.124
C 2.67 2.27 -3.15 -0.046
C 1.49 3.24 -3.40 -0.246
O 0.94 3.63 -2.13 -0.291
S -0.55 4.35 -2.24 0.706
C -1.52 2.93 -1.84 -0.133
O -0.68 5.33 -1.12 -0.323
O -0.85 4.73 -3.65 -0.308
H 3.52 2.95 -3.07 0.050
H 2.94 1.61 -3.97 0.065
H 2.66 1.66 -2.25 0.067
H 1.83 4.12 -3.96 0.121
H 0.69 2.73 -3.93 0.106
H -2.50 3.36 -1.65 0.076
H -1.17 2.33 -0.99 0.068
H -1.52 2.19 -2.64 0.053
C -1.14 3.48 6.71 -0.041
C 0.10 2.88 6.05 -0.265
O 0.42 3.79 4.98 -0.276
S 0.34 3.12 3.47 0.710
C 0.74 4.69 2.43 -0.043
O 1.36 2.07 3.41 -0.312
O -1.05 2.69 3.19 -0.322
H -1.45 2.75 7.45 0.069
H -1.91 3.55 5.94 0.081
H -0.93 4.47 7.13 0.084
H 0.95 2.89 6.74 0.114
H -0.01 1.85 5.72 0.103
H 1.80 4.90 2.53 0.051
H 0.13 5.50 2.82 0.069
H 0.51 4.46 1.39 0.053
C -3.79 1.12 -4.98 -0.054
C -3.69 1.27 -6.49 -0.311
O -4.79 2.14 -6.77 -0.296
S -4.75 3.29 -8.07 0.704
C -4.65 2.07 -9.47 -0.095
O -6.07 3.95 -8.00 -0.306
O -3.51 4.00 -7.97 -0.293
H -2.81 0.75 -4.68 0.062
H -4.57 0.37 -4.85 0.082
H -3.99 2.09 -4.52 0.090
H -2.73 1.66 -6.84 0.112
H -3.74 0.32 -7.03 0.110
H -3.70 1.54 -9.36 0.060
H -4.78 2.67 -10.37 0.068
H -5.45 1.39 -9.16 0.064
C 4.82 -1.37 -8.08 -0.063
C 4.36 -1.11 -6.66 -0.337
O 4.37 -2.28 -5.90 -0.249
S 3.58 -2.19 -4.45 0.699
C 1.91 -2.74 -5.04 -0.073
O 4.18 -3.25 -3.61 -0.304
O 3.42 -0.83 -3.99 -0.299
H 5.76 -1.92 -8.01 0.081
H 4.97 -0.41 -8.57 0.088
H 4.12 -2.06 -8.55 0.082
H 4.99 -0.33 -6.24 0.125
H 3.33 -0.82 -6.82 0.110
H 1.68 -2.15 -5.92 0.061
H 1.15 -2.53 -4.28 0.050
H 1.94 -3.80 -5.28 0.072
C -3.74 -3.04 1.65 -0.065
C -2.98 -4.07 0.89 -0.305
O -2.80 -3.51 -0.40 -0.262
S -1.97 -4.43 -1.49 0.721
C -3.16 -5.77 -1.86 -0.104
O -1.90 -3.67 -2.75 -0.300
O -0.78 -5.02 -0.77 -0.323
H -3.19 -2.10 1.53 0.066
H -3.90 -3.34 2.68 0.098
H -4.74 -2.94 1.21 0.078
H -2.03 -4.17 1.42 0.121
H -3.48 -5.03 0.93 0.117
H -2.54 -6.65 -2.03 0.065
H -3.66 -5.50 -2.79 0.067
H -3.85 -6.07 -1.07 0.061
C 2.96 -5.13 -1.53 -0.079
C 2.78 -5.81 -0.15 -0.242
O 2.00 -4.95 0.70 -0.305
S 2.77 -3.91 1.79 0.668
C 2.99 -5.20 3.08 -0.099
O 4.09 -3.48 1.37 -0.273
O 1.77 -2.97 2.30 -0.304
H 3.41 -4.14 -1.44 0.052
H 2.04 -5.01 -2.10 0.073
H 3.58 -5.75 -2.18 0.080
H 2.17 -6.69 -0.34 0.121
H 3.72 -6.06 0.33 0.112
H 3.91 -5.75 2.88 0.064
H 2.15 -5.89 3.08 0.070
H 3.08 -4.66 4.02 0.058
C -3.48 -0.28 -0.87 -0.112
O -3.52 1.05 -0.50 -0.190
C -3.72 1.16 0.92 -0.164
C -5.16 0.93 1.44 -0.145
O -5.48 -0.48 1.41 -0.243
C -6.89 -0.70 1.36 -0.102
H -3.30 -0.33 -1.94 0.090
H -4.37 -0.84 -0.57 0.087
H -2.57 -0.70 -0.44 0.080
H -3.45 2.21 1.07 0.127
H -2.92 0.65 1.45 0.104
H -5.84 1.42 0.75 0.131
H -5.20 1.20 2.49 0.109
H -7.37 -0.50 0.40 0.087
H -7.38 -0.04 2.08 0.082
H -7.25 -1.68 1.67 0.083
C -0.81 -0.63 3.84 -0.068
O -1.96 -0.63 4.69 -0.194
C -3.01 0.14 4.19 -0.214
C -4.12 0.33 5.27 -0.182
O -3.73 0.94 6.49 -0.157
C -2.88 0.10 7.25 -0.118
H -0.40 0.37 3.65 0.049
H -1.06 -1.18 2.93 0.080
H 0.07 -1.07 4.32 0.075
H -3.45 -0.27 3.27 0.095
H -2.70 1.17 4.01 0.104
H -4.69 -0.59 5.41 0.123
H -4.76 1.02 4.72 0.108
H -1.91 -0.11 6.80 0.074
H -3.34 -0.85 7.50 0.093
H -2.58 0.68 8.12 0.081
```

The value obtained for the energy relative to the best compared isomer or geometry (same formula, charge and spin) is 239.9 kJ/mol. The structure (SMILES) is C[C@H]1COC(=O)O1.C[C@H]1COC(=O)O1.C[C@H]1COC(=O)O1.CCOS(C)(=O)=O.CCOS(C)(=O)=O.CCOS(C)(=O)=O.CCOS(C)(=O)=O.CCOS(C)(=O)=O.CCOS(C)(=O)=O.COCCOC.COCCOC. For the orbital gap, the calculation gives 9.5 eV. The charge is 0.